1.
ORCA calculation (wB97M-V/def2-TZVPD) on the molecule CH3ClO2S in a non-equilibrium geometry.

The geometry in XYZ format:
```
8
Properties=species:S:1:pos:R:3:forces:R:3
C -0.5213 0.2727 -0.3036 -0.3 3.5 -0.6
O 0.8084 -1.3720 0.9612 1.1 -1.7 0.6
O -0.7162 -0.6917 -1.2569 -1.6 1.2 0.3
S 0.2774 -0.0914 1.3485 0.2 1.0 -1.6
Cl 1.8357 1.4588 1.2726 -0.8 -0.7 0.0
H -0.0836 1.2559 -0.7483 -0.3 -1.7 0.9
H -1.5180 0.5170 0.0112 -0.7 0.5 0.3
H -0.0825 -1.3494 -1.2847 2.5 -2.0 0.1
```
Forces are in eV/Å.

Calculated values
Calculated total energy, eV: -28536.6718
Energy above the lowest of the compared OMol25 structures with the same formula, charge and spin, kJ/mol: 193.6
Maximum force, eV/Å: 3.5
HOMO-LUMO gap, eV: 9.74
HOMO level, eV: -10.293

=====

2.
ORCA calculation (wB97M-V/def2-TZVPD) on a structure of composition C41H43F10N4O5Re in a non-equilibrium geometry.

The geometry in XYZ format:
```
104
Properties=species:S:1:pos:R:3:forces:R:3
Re -0.5077 0.7436 -0.0918 0.8 0.3 1.7
C 5.4953 -0.4506 -0.2777 -0.1 0.1 0.1
C 4.5301 0.6517 -0.7417 -0.1 0.0 0.1
C 5.3474 1.8452 -1.2635 -0.1 0.0 0.1
C 3.5658 0.0922 -1.7758 -0.1 0.2 0.2
C 4.1170 -0.0542 -3.0453 -0.1 -0.2 -0.1
C 3.4217 -0.6214 -4.0934 0.0 0.0 0.1
C 2.1502 -1.0995 -3.8543 0.0 -0.1 0.0
C 1.5404 -0.9631 -2.6145 -0.1 -0.2 -0.1
C 0.1305 -1.5020 -2.5301 0.0 0.4 0.2
C -0.2032 -2.2520 -1.2425 0.1 -0.1 -0.4
C -0.8218 -0.3440 -2.8366 0.4 -1.1 -0.4
C 2.2109 -0.3122 -1.5707 0.4 -0.1 -0.7
N 1.5264 -0.0011 -0.3367 -0.6 0.2 0.7
C 2.2049 -0.1656 0.7514 -0.3 0.1 -0.1
C 2.0591 0.4821 2.0830 -0.3 -0.4 0.1
C 3.2586 0.0197 2.9950 0.7 0.6 0.0
C 3.0858 -0.9939 4.0874 -0.2 0.5 0.0
C 2.3308 -0.7595 5.1259 0.5 -1.0 -0.2
C 0.4834 0.4908 4.0563 -0.5 0.1 -0.7
C 0.6799 0.4298 2.7191 1.0 0.4 0.7
N -0.4414 0.4148 1.9276 -0.7 0.3 -1.4
C -1.6782 0.1194 2.6437 -0.4 -0.5 0.3
C -1.8430 -1.2209 3.0828 0.0 0.1 0.0
C -2.9156 -1.5118 3.9215 0.0 0.0 0.0
C -3.8226 -0.5532 4.3127 -0.1 0.1 0.0
C -3.6685 0.7397 3.8568 0.0 -0.2 0.1
C -2.6064 1.1203 3.0423 0.2 0.0 0.0
C -2.5772 2.6132 2.7383 0.3 0.1 -0.2
C -2.7925 2.9481 1.2575 0.7 1.4 0.5
C -1.3586 3.3301 3.3172 -0.1 -0.1 0.0
C -1.0311 -2.4843 2.7443 0.1 0.1 -0.3
C -1.7977 -3.2789 1.6744 0.0 0.0 0.2
C 0.4353 -2.4021 2.3171 -0.1 -0.1 0.1
H 6.1245 -0.0780 0.5324 0.0 0.0 0.0
H 6.1457 -0.7425 -1.1026 0.0 0.0 0.0
H 4.9817 -1.3547 0.0593 0.0 0.0 0.0
H 3.9791 1.0038 0.1335 0.0 0.1 0.0
H 6.2349 1.5095 -1.7993 0.0 0.0 0.0
H 5.6859 2.4606 -0.4312 0.0 0.0 0.0
H 4.7640 2.4744 -1.9341 0.0 0.1 0.0
H 5.1339 0.2727 -3.2078 0.0 0.0 0.0
H 3.8730 -0.7142 -5.0717 0.0 0.0 0.0
H 1.6092 -1.6037 -4.6448 0.0 0.0 0.0
H 0.0267 -2.2242 -3.3412 0.0 0.1 -0.1
H -0.3873 -1.5761 -0.4058 0.1 -0.4 0.0
H 0.6073 -2.9288 -0.9702 0.0 0.0 0.1
H -1.1084 -2.8413 -1.3788 0.1 0.1 0.1
H -0.7331 0.4500 -2.0621 0.1 0.2 -0.6
H -1.8515 -0.6813 -2.8843 0.9 0.2 0.1
H -0.5644 0.1259 -3.7848 0.1 0.2 0.1
H 3.0315 -0.8648 0.6961 0.2 0.2 -0.2
H 4.0785 -0.3360 2.3537 -0.2 -0.3 -0.1
H 3.6378 -1.9245 4.0526 0.0 0.0 0.2
H 2.0893 -1.2817 6.0342 -0.2 0.3 0.1
H -0.4365 0.5364 4.6044 0.1 0.0 0.2
H -3.0412 -2.5301 4.2689 0.0 0.0 0.0
H -4.6440 -0.8094 4.9683 0.0 0.0 0.0
H -4.3860 1.4918 4.1575 0.0 0.0 0.0
H -3.4356 3.0335 3.2642 0.0 -0.1 0.0
H -2.2805 2.2304 0.6011 0.1 0.2 0.1
H -2.4049 3.9357 1.0269 0.3 0.1 0.0
H -3.8480 2.9113 1.0004 1.4 1.8 0.5
H -0.4656 3.0698 2.7683 0.3 0.0 -0.1
H -1.2203 3.0909 4.3723 0.0 0.0 0.0
H -1.4906 4.4067 3.2218 0.0 0.0 0.0
H -1.0461 -3.0766 3.6629 0.0 0.0 0.0
H -1.8211 -2.7139 0.7476 -0.1 0.0 -0.1
H -2.8257 -3.4647 1.9810 0.0 0.0 0.0
H -1.3106 -4.2376 1.4890 0.0 0.0 0.0
H 0.5497 -1.8907 1.3638 0.1 -0.1 0.0
H 0.8010 -3.4215 2.1866 0.0 0.0 0.0
H 1.0618 -1.9219 3.0656 -0.1 -0.1 -0.1
F 1.5813 0.5050 5.0299 -0.1 0.3 0.0
C 3.4950 1.4607 3.3329 -0.3 0.0 0.4
C 2.5792 2.0303 2.3210 0.5 0.6 0.3
N 3.2753 2.8733 1.3692 -0.1 -0.2 -0.2
C 2.6116 3.3747 0.1762 -0.2 -0.1 0.0
C 1.1023 3.4898 0.3740 1.1 1.0 0.7
O 0.5875 4.4084 0.9432 -0.3 -0.5 -0.2
O 0.4530 2.4670 -0.1883 -1.8 -1.9 -0.5
C 4.2767 3.7108 1.8952 0.4 -0.2 0.1
O 4.7036 4.6606 1.2713 -0.1 0.0 -0.1
N 4.7782 3.3790 3.1350 0.1 0.4 -0.1
C 4.6483 2.1232 3.7811 -0.7 -0.7 -0.3
O 5.4804 1.7332 4.5912 0.2 0.1 -0.1
H 1.7282 2.5965 2.7179 -0.4 -0.1 -0.2
H 2.7856 2.7087 -0.6703 0.1 0.0 -0.1
H 3.0236 4.3595 -0.0361 0.0 0.0 -0.1
H 5.5434 3.9650 3.4359 0.0 0.0 0.0
F -4.5327 -0.5506 1.2311 0.1 0.1 -0.1
C -4.5933 0.2860 0.1989 -0.3 -0.5 0.2
F -4.3786 1.5247 0.6615 -1.9 -3.1 -0.9
F -5.8273 0.2410 -0.3047 0.1 0.0 0.0
C -3.5046 -0.0971 -0.8613 -0.6 0.2 -0.4
O -2.2985 -0.3232 -0.2730 1.1 0.8 0.6
C -3.4218 1.0575 -1.9305 -0.1 0.2 -0.1
F -2.3387 1.8439 -1.6250 -0.4 0.2 -0.1
F -4.4822 1.8450 -1.9565 0.1 -0.1 0.0
F -3.2079 0.6028 -3.1650 -0.7 0.6 0.0
C -4.0382 -1.3949 -1.5732 -0.2 -0.2 0.1
F -3.0489 -1.9955 -2.2510 -0.4 -0.3 0.1
F -4.5022 -2.2777 -0.6882 0.2 0.1 -0.1
F -5.0196 -1.1105 -2.4308 0.2 0.0 0.1
```
Forces are in eV/Å.

Calculated values
Calculated total energy, eV: -88702.9604
Energy above the lowest of the compared OMol25 structures with the same formula, charge and spin, kJ/mol: 181.5
Maximum force, eV/Å: 3.7
Net charge: +1
HOMO-LUMO gap (spin up / spin down), eV: 4.35 / 3.95
HOMO level (spin up / spin down), eV: -9.258 / -9.227
Spin multiplicity: 4

=====

3.
ORCA calculation (wB97M-V/def2-TZVPD) on a structure of composition C5H4N4 in a non-equilibrium geometry.

The geometry in XYZ format:
```
13
Properties=species:S:1:pos:R:3:forces:R:3
C 1.9084 0.3742 -0.1641 1.2 0.6 0.7
C -1.6667 -0.8524 -1.2832 -0.9 -0.6 -1.1
C 0.9364 -0.1550 -1.0162 -4.6 -1.1 -0.1
C -0.8837 -0.3037 -0.2726 4.4 1.1 0.5
C -0.4189 0.5767 1.9052 0.6 0.1 0.5
N 2.7016 0.8114 0.5430 -0.1 0.0 0.0
N -2.1673 -1.3124 -2.2105 0.0 0.0 0.0
N 1.1313 -0.5044 -2.1902 0.9 0.1 -0.2
N -1.2165 0.0364 0.8667 -1.3 -0.5 -0.8
H 0.5995 0.1821 1.9160 -0.1 0.0 0.1
H -0.9157 0.3584 2.8487 0.1 0.1 0.0
H -0.3606 1.6615 1.7875 0.0 0.0 0.0
H 0.3521 -0.8727 -2.7302 -0.4 0.0 0.3
```
Forces are in eV/Å.

Calculated values
Calculated total energy, eV: -11206.5193
Energy above the lowest of the compared OMol25 structures with the same formula, charge and spin, kJ/mol: 384.1
Maximum force, eV/Å: 4.7
HOMO-LUMO gap, eV: 8.93
HOMO level, eV: -9.728

=====

4.
ORCA calculation (wB97M-V/def2-TZVPD) on a structure of composition C41H44N6OS2Sn in a non-equilibrium geometry.

The geometry in XYZ format:
```
95
Properties=species:S:1:pos:R:3:forces:R:3
Sn -0.1168 -0.9339 1.7587 1.5 -0.3 -2.3
C -2.7438 -0.8569 -1.1874 -0.2 0.0 -0.2
C -2.8741 0.6263 -0.9067 0.2 0.1 0.1
C -2.3746 1.0365 0.4796 0.0 0.0 -0.1
N -0.9435 0.7988 0.7532 -0.5 -0.6 0.7
C -0.0674 1.7711 0.5121 -0.2 0.3 0.0
C -0.3977 2.8664 -0.3103 0.0 -0.1 0.0
C 0.2403 4.0761 -0.5178 -0.1 0.1 0.1
C 1.2974 4.6371 0.1825 0.0 0.1 -0.1
C 2.1030 3.9735 1.0837 0.0 -0.2 -0.1
C 2.1416 2.6130 1.3707 0.0 0.2 0.0
C 1.2735 1.5638 1.0363 0.3 0.0 0.0
N 1.5749 0.2920 1.2881 -0.1 -0.3 0.7
C 2.9277 -0.0675 1.7150 -0.2 0.3 0.1
C 3.0161 -1.5190 2.0947 0.2 -0.1 0.1
C 2.5748 -2.4915 1.0331 -0.1 -0.2 -0.2
N 1.1209 -2.5513 0.9686 0.1 0.8 0.6
C 0.5108 -3.5229 0.3272 0.0 -0.3 0.2
C 1.2075 -4.4415 -0.4896 0.1 0.0 0.0
C 0.8057 -5.6155 -1.0827 0.0 0.0 0.1
C -0.3888 -6.3150 -0.9262 0.0 -0.1 -0.1
C -1.4904 -5.8926 -0.2225 0.0 0.0 0.0
C -1.7329 -4.6504 0.3605 0.0 0.1 0.0
C -0.9335 -3.5179 0.4874 -0.3 -0.4 -0.3
N -1.4498 -2.3366 0.8590 -0.3 1.0 1.7
C -2.8971 -2.1099 1.0449 0.1 0.0 -0.4
C -3.5863 -1.7553 -0.2864 0.2 -0.1 0.1
H -1.6926 -1.1258 -1.1137 0.0 -0.1 -0.2
H -3.0388 -1.0280 -2.2246 0.0 0.0 0.0
H -3.9207 0.9406 -0.9680 0.0 0.0 0.0
H -2.3276 1.1661 -1.6832 0.0 0.0 0.0
H -2.9363 0.4738 1.2215 -0.1 0.2 0.1
H -2.6030 2.0929 0.6419 0.1 0.0 0.1
H -1.2878 2.7201 -0.9046 0.0 0.0 0.0
H -0.2127 4.7094 -1.2729 -0.1 0.0 0.0
H 1.5122 5.6823 0.0003 0.0 0.0 0.0
H 2.8543 4.5756 1.5822 0.1 -0.1 0.0
H 2.9766 2.3114 1.9885 0.0 0.1 0.0
H 3.2459 0.5027 2.5949 0.0 0.1 0.0
H 3.6195 0.1712 0.8999 0.0 0.0 0.0
H 2.4143 -1.6852 2.9964 0.2 -0.1 0.0
H 4.0501 -1.7416 2.3577 0.0 0.0 0.1
H 2.9889 -3.4720 1.2850 -0.1 -0.1 -0.1
H 2.9737 -2.2010 0.0530 0.1 0.0 0.0
H 2.2344 -4.1639 -0.6881 0.0 0.0 0.0
H 1.5583 -6.1024 -1.6918 0.0 0.0 0.0
H -0.4465 -7.2924 -1.3876 0.0 0.0 0.0
H -2.3011 -6.6071 -0.1413 -0.1 0.1 0.0
H -2.7236 -4.5390 0.7804 0.0 -0.1 -0.1
H -2.9906 -1.2816 1.7419 -0.1 -0.1 0.1
H -3.4126 -2.9543 1.5031 0.1 0.0 0.2
H -4.5467 -1.2878 -0.0485 0.0 -0.1 -0.1
H -3.8062 -2.6763 -0.8297 0.0 0.0 0.1
N -2.1856 0.2552 4.3947 0.2 -0.1 0.3
C -0.9362 0.7419 4.3240 -0.2 0.4 -0.1
S 0.4362 -0.3187 4.4382 -0.7 -0.5 -1.1
N -0.7218 2.0274 4.1017 0.1 0.0 0.2
C -1.6232 3.1279 3.9328 -0.1 0.0 0.0
C -2.9061 2.9947 3.4131 0.0 -0.1 0.0
C -3.6971 4.1264 3.2569 0.0 0.0 0.0
C -3.2143 5.3787 3.6023 0.0 0.0 0.0
C -1.9219 5.5056 4.0966 0.0 0.0 0.0
C -1.1253 4.3852 4.2557 0.1 0.0 0.1
H -2.2529 -0.6893 4.7448 0.0 0.0 0.0
H -2.9329 0.8763 4.6792 0.0 0.0 -0.1
H 0.2530 2.2854 4.1778 0.0 0.0 -0.2
H -3.2868 2.0357 3.0944 0.0 0.0 0.0
H -4.6989 4.0207 2.8604 0.0 0.0 0.0
H -3.8390 6.2540 3.4811 0.0 0.0 0.0
H -1.5334 6.4794 4.3656 0.0 0.0 0.0
H -0.1168 4.4814 4.6438 0.0 0.0 0.0
O 0.4790 -0.6892 -1.3586 0.0 -0.1 -0.1
S 1.2600 -1.4043 -2.4297 -0.1 0.3 0.1
C 0.5146 -0.9544 -3.9808 0.0 -0.1 -0.1
C 0.3733 0.3738 -4.3686 -0.1 0.0 0.0
C -0.3275 0.6611 -5.5263 0.0 0.0 0.0
C -0.8715 -0.3680 -6.2923 0.0 0.0 0.1
C -0.7038 -1.6897 -5.9097 0.0 0.0 0.0
C -0.0067 -1.9885 -4.7450 0.0 0.0 0.0
C 2.8103 -0.5259 -2.5418 0.2 -0.1 0.1
C 2.9128 0.7731 -2.0665 0.0 0.0 0.1
C 4.1554 1.3905 -2.0595 0.0 0.0 0.0
C 5.2813 0.7007 -2.4957 0.0 0.0 0.0
C 5.1691 -0.6052 -2.9578 0.0 0.1 0.0
C 3.9269 -1.2235 -2.9848 -0.1 0.0 0.0
H 0.8080 1.1709 -3.7780 0.0 0.0 0.0
H -0.4506 1.6911 -5.8372 0.0 0.0 0.0
H -1.4217 -0.1344 -7.1940 0.0 0.0 0.0
H -1.1172 -2.4879 -6.5124 0.0 0.0 0.0
H 0.1321 -3.0177 -4.4327 0.0 0.0 0.0
H 2.0320 1.2804 -1.6894 0.0 0.0 0.0
H 4.2480 2.4114 -1.7086 0.0 0.0 0.0
H 6.2498 1.1830 -2.4736 0.0 0.0 0.0
H 6.0490 -1.1374 -3.2948 0.0 0.0 0.0
H 3.8212 -2.2424 -3.3434 0.0 0.0 0.0
```
Forces are in eV/Å.

Calculated values
Calculated total energy, eV: -81707.2038
Energy above the lowest of the compared OMol25 structures with the same formula, charge and spin, kJ/mol: 196.5
Maximum force, eV/Å: 2.7
Net charge: +2
HOMO-LUMO gap, eV: 5.65
HOMO level, eV: -12.586